1.
Computed, not measured: a structure of composition C27H38BBrN7O6S2Y, with ωB97M-V/def2-TZVPD.

CARTESIAN COORDINATES (ANGSTROEM)
Y 0.1490 0.0015 -0.2149
C -0.1164 -0.1815 4.7934
N 0.5790 0.9740 4.2781
C 0.6280 2.2246 4.8543
C 1.4399 2.9766 4.0742
N 1.8891 2.1964 3.0364
B 2.8046 2.7068 1.9135
N 1.9861 3.4726 0.8008
C 2.6511 4.3189 -0.0545
C 1.8000 4.6935 -1.0389
N 0.5982 4.0889 -0.7698
C -0.5622 4.0945 -1.6303
C 0.7273 3.3649 0.3635
S -0.5605 2.4453 1.0463
C 1.3431 0.9805 3.1680
S 1.5479 -0.3977 2.1687
H -0.8465 0.1565 5.5266
H 0.5873 -0.8685 5.2654
H -0.6160 -0.6918 3.9725
H 0.0965 2.4500 5.7603
H 1.7539 3.9994 4.1702
H 3.5770 3.5042 2.3693
H 3.3746 1.7789 1.4071
H 3.6824 4.5718 0.1117
H 1.9396 5.3125 -1.9055
H -0.4116 4.8505 -2.3968
H -1.4496 4.3313 -1.0452
H -0.6630 3.1118 -2.0934
C 4.2299 1.3631 -1.6748
C 2.9993 0.5230 -1.9777
C 3.2924 -0.5226 -3.0459
O 2.5626 -0.1858 -0.7915
C 1.8392 1.4402 -2.4468
O 1.9595 2.1142 -3.4537
O 0.7945 1.4043 -1.6895
H 5.0527 0.7183 -1.3623
H 4.0243 2.0839 -0.8848
H 4.5242 1.9074 -2.5698
H 4.1240 -1.1530 -2.7293
H 3.5499 -0.0226 -3.9783
H 2.4159 -1.1449 -3.2171
H 2.9761 0.1741 0.0020
C -1.3183 -3.3340 2.4243
C -2.2059 -2.5817 1.4500
O -2.1498 -1.1666 1.7062
C -3.4201 -0.6482 2.0744
C -3.2775 0.6963 2.7474
H -1.3114 -4.4017 2.1984
H -1.6776 -3.2083 3.4470
H -0.3018 -2.9600 2.3631
H -3.2462 -2.9143 1.5282
H -1.8859 -2.7528 0.4236
H -3.9045 -1.3566 2.7600
H -4.0572 -0.5779 1.1818
H -2.8371 0.5953 3.7367
H -4.2565 1.1621 2.8592
H -2.6451 1.3727 2.1771
Br 1.3704 -5.4077 -5.7030
C 1.1826 -5.1747 -3.8332
C 1.3461 -6.2654 -2.9933
C 1.2111 -6.0962 -1.6237
C 0.9179 -4.8489 -1.0998
C 0.7561 -3.7651 -1.9559
C 0.8897 -3.9213 -3.3293
C 0.4299 -2.4213 -1.4032
O 0.2370 -1.4466 -2.1683
O 0.3370 -2.2748 -0.1471
H 1.5789 -7.2357 -3.4087
H 1.3408 -6.9457 -0.9673
H 0.8182 -4.6942 -0.0351
H 0.7588 -3.0698 -3.9821
N -5.3848 1.8771 -0.7173
C -4.4658 1.0103 -1.2427
C -3.1480 0.9749 -0.7411
N -2.2574 0.1180 -1.2054
C -2.6513 -0.7069 -2.1934
C -3.9454 -0.6564 -2.6731
N -4.8594 0.1909 -2.2098
H -5.0364 2.6923 -0.2424
H -6.2080 2.0182 -1.2804
H -2.8299 1.6602 0.0347
H -1.9110 -1.3792 -2.5991
H -4.2551 -1.3224 -3.4688

Output
* maximum force: 0.4 eV Å⁻¹
* relative energy (zero: lowest compared OMol25 entry of this formula, charge and spin): 0.211 eV
* frontier orbital gap: 8.02 eV
* total energy: -144773.7719 eV


2.
Computed, not measured: a structure of composition C6H8N4O2 in a non-equilibrium geometry, with ωB97M-V/def2-TZVPD.

CARTESIAN COORDINATES (ANGSTROEM)
C -1.4253 -2.3932 0.9369
C -0.4707 -0.1467 0.2807
C 0.2241 -0.0444 -1.8391
C 0.8900 1.7193 -0.3681
C 0.1717 1.0381 0.7808
C 0.6709 1.3967 2.2683
H -0.8535 -3.1913 0.5058
H -2.2275 -1.9683 0.2072
H -1.7396 -2.9700 1.8802
H -0.2246 -0.9722 2.2673
H -0.4503 -1.1245 -3.5397
H 0.8424 0.1861 -3.6972
H 1.8160 3.2389 -0.8875
H 1.2480 2.3756 2.2280
N -1.0034 -0.9450 1.1808
N -0.6094 -0.5884 -0.8515
N 0.1333 -0.3177 -3.0438
N 1.1050 1.1559 -1.5765
O 1.5138 2.7932 -0.0390
O 0.3892 0.7581 3.3064

Output
* maximum force: 10.9 eV Å⁻¹
* relative energy (zero: lowest compared OMol25 entry of this formula, charge and spin): 4.950 eV
* frontier orbital gap: 8.50 eV
* total energy: -16402.9592 eV